Arrangement 1

{
  "formula": "C11H18O",
  "method": "ωB97M-V/def2-TZVPD",
  "elements": ["C", "C", "C", "C", "C", "C", "C", "C", "H", "H", "H", "H", "H", "H", "H", "H", "H", "H", "C", "C", "C", "O", "H", "H", "H", "H", "H", "H", "H", "H"],
  "positions_angstrom": [[-1.24, 1.82, 0.72], [-1.44, 3.28, 1.14], [-0.12, 1.66, -0.29], [1.16, 2.16, -0.03], [-0.33, 0.98, -1.48], [2.16, 2.05, -0.98], [0.67, 0.89, -2.44], [1.92, 1.46, -2.21], [-1.00, 1.21, 1.59], [-2.13, 1.43, 0.24], [-0.81, 3.58, 1.97], [1.33, 2.62, 0.94], [-1.28, 0.52, -1.72], [3.16, 2.39, -0.75], [0.49, 0.35, -3.36], [2.65, 1.43, -3.00], [-2.47, 3.48, 1.46], [-1.34, 3.93, 0.26], [-0.66, -3.20, 1.37], [0.19, -4.44, 1.07], [0.15, -1.95, 1.51], [-1.70, -3.06, 0.39], [-1.21, -3.45, 2.27], [0.57, -4.43, 0.05], [0.85, -2.01, 2.35], [0.86, -1.77, 0.69], [-0.47, -1.06, 1.58], [-1.31, -2.70, -0.42], [-0.40, -5.34, 1.24], [0.99, -4.54, 1.80]],
  "mulliken_charge": [-0.44, -1.33, 0.67, -0.48, -0.39, -0.49, -0.49, -0.49, 0.21, 0.40, 0.36, 0.31, 0.31, 0.36, 0.39, 0.39, 0.38, 0.35, 0.48, -1.25, -1.19, -0.55, 0.23, 0.32, 0.43, 0.36, 0.18, 0.33, 0.32, 0.34],
  "multiplicity": 1,
  "smiles": "CCc1ccccc1.CC(C)O",
  "e_lumo_ha": 0.0298,
  "homo_ev": -9.1,
  "orbital_gap_ev": 9.93
}

Arrangement 2

{
  "formula": "C11H18O",
  "method": "ωB97M-V/def2-TZVPD",
  "elements": ["C", "C", "C", "H", "H", "H", "H", "H", "H", "H", "H", "C", "C", "C", "C", "C", "C", "C", "C", "O", "H", "H", "H", "H", "H", "H", "H", "H", "H", "H"],
  "positions_angstrom": [[-1.97, -3.02, -2.13], [-2.80, -1.73, -1.99], [-2.59, -4.35, -1.71], [-1.03, -2.89, -1.60], [-1.72, -3.06, -3.20], [-2.20, -0.84, -2.15], [-3.58, -1.76, -2.76], [-1.85, -5.13, -1.87], [-3.42, -4.62, -2.37], [-3.32, -1.75, -1.03], [-3.00, -4.29, -0.71], [0.70, -0.78, -0.60], [2.03, -1.40, -1.03], [0.74, 0.46, 0.24], [0.86, 1.72, -0.34], [0.59, 0.38, 1.63], [1.13, 2.84, 0.45], [0.60, 1.52, 2.41], [0.95, 2.73, 1.82], [0.98, 3.82, 2.66], [0.12, -0.62, -1.52], [0.07, -1.53, -0.11], [2.41, -0.96, -1.94], [0.68, 1.89, -1.39], [0.51, -0.62, 2.03], [1.54, 3.71, -0.05], [0.33, 1.50, 3.46], [1.17, 4.63, 2.16], [1.98, -2.49, -0.99], [2.78, -1.21, -0.25]],
  "mulliken_charge": [0.24, -1.13, -1.22, -0.04, 0.25, 0.27, 0.37, 0.32, 0.31, 0.30, 0.34, -0.34, -1.22, 0.06, -0.48, -0.33, -0.68, -0.67, 0.93, -0.53, 0.06, 0.38, 0.38, 0.38, 0.37, 0.30, 0.40, 0.28, 0.31, 0.36],
  "multiplicity": 1,
  "smiles": "CCc1ccc(O)cc1.CCC",
  "e_lumo_ha": 0.0314,
  "homo_ev": -8.4,
  "orbital_gap_ev": 9.22
}

Which of them is the most stable, and which is the least stable? arrangement 1 and arrangement 2, in that order.

Arrangement 1

{
  "formula": "C2H8N4O",
  "method": "ωB97M-V/def2-TZVPD",
  "elements": ["C", "C", "O", "N", "N", "H", "H", "H", "H", "N", "N", "H", "H", "H", "H"],
  "positions_angstrom": [[-0.29, -0.71, 0.25], [-1.25, -1.41, -0.42], [-0.42, -0.44, 1.60], [1.02, -0.96, -0.23], [1.97, -0.78, 0.57], [-0.85, -1.19, 2.05], [2.87, -0.79, 0.09], [-1.23, -1.48, -1.50], [-2.03, -1.95, 0.11], [-0.12, 1.32, -1.04], [0.14, 2.27, -0.01], [-0.47, 2.08, 0.79], [1.09, 2.13, 0.36], [-1.08, 1.37, -1.39], [0.66, 0.55, -1.24]],
  "mulliken_charge": [0.72, -0.91, -0.47, -0.04, -0.54, 0.33, 0.24, 0.30, 0.23, -0.48, -0.54, 0.25, 0.26, 0.28, 0.38],
  "multiplicity": 1,
  "smiles": "[H]/N=N/C(=C)O.NN",
  "e_lumo_ha": -0.0069,
  "homo_ev": -7.4,
  "orbital_gap_ev": 7.19
}

Arrangement 2

{
  "formula": "C2H8N4O",
  "method": "ωB97M-V/def2-TZVPD",
  "elements": ["C", "C", "N", "H", "H", "H", "H", "H", "N", "N", "N", "O", "H", "H", "H"],
  "positions_angstrom": [[-2.25, 0.01, 0.21], [-0.77, 0.28, 0.04], [-0.27, 1.44, -0.14], [-0.95, 2.21, -0.09], [0.82, -0.26, 0.98], [-2.48, -0.11, 1.27], [-2.85, 0.82, -0.22], [-2.55, -0.91, -0.29], [1.84, -0.57, 0.60], [2.48, 0.47, -0.05], [-0.02, -1.05, -0.75], [0.41, -2.16, -0.70], [1.97, -1.55, 0.30], [1.78, 1.21, -0.20], [2.85, 0.16, -0.95]],
  "mulliken_charge": [-1.21, 0.66, -0.60, 0.22, 0.40, 0.27, 0.36, 0.33, -0.58, -0.48, 0.17, -0.42, 0.34, 0.33, 0.21],
  "multiplicity": 1,
  "smiles": "[H]/N=C(\\C)N=O.NN",
  "e_lumo_ha": [-0.0023, -0.0260],
  "homo_ev": [-7.1, -6.8],
  "orbital_gap_ev": [7.08, 6.05]
}

Arrangement 3

{
  "formula": "C2H8N4O",
  "method": "ωB97M-V/def2-TZVPD",
  "elements": ["C", "C", "N", "N", "N", "N", "O", "H", "H", "H", "H", "H", "H", "H", "H"],
  "positions_angstrom": [[-2.42, -0.09, -0.55], [-1.36, -0.01, 0.56], [2.21, 0.72, -0.26], [3.34, -0.05, -0.40], [-0.50, 1.07, 0.44], [1.24, 0.03, 0.11], [1.05, -1.15, 0.44], [-2.89, 0.87, -0.70], [-1.89, -0.57, -1.32], [-3.14, -0.82, -0.13], [-1.66, 0.16, 1.64], [-0.58, -0.82, 0.77], [3.20, -1.05, -0.43], [3.93, 0.24, 0.38], [-0.53, 1.49, -0.52]],
  "mulliken_charge": [-1.12, -0.12, -0.34, -0.44, -0.46, 0.63, -0.67, 0.36, 0.36, 0.31, 0.31, 0.34, 0.28, 0.27, 0.28],
  "multiplicity": 1,
  "e_lumo_ha": [-0.0043, -0.0042],
  "homo_ev": [-9.4, -9.4],
  "orbital_gap_ev": [9.30, 9.30]
}

Which of them is the most stable, and which is the least stable? arrangement 1 and arrangement 2, in that order.

Arrangement 1

{
  "formula": "C2H8N4O",
  "method": "ωB97M-V/def2-TZVPD",
  "elements": ["C", "N", "C", "N", "N", "O", "N", "H", "H", "H", "H", "H", "H", "H", "H"],
  "positions_angstrom": [[-0.76, -1.30, 1.17], [-0.72, -0.03, 0.32], [0.53, 0.24, -0.20], [-1.76, 0.06, -0.67], [0.83, 1.58, -0.19], [2.62, -0.17, -0.89], [1.34, -0.69, -0.61], [2.50, 0.79, -1.04], [-1.77, 0.99, -1.10], [-1.54, -0.58, -1.45], [-0.04, 2.11, -0.27], [1.15, 1.82, 0.74], [-0.51, -2.21, 0.62], [-0.09, -1.17, 2.02], [-1.78, -1.41, 1.55]],
  "mulliken_charge": [-0.75, 0.08, 0.44, -0.65, -0.72, -0.37, -0.36, 0.37, 0.25, 0.28, 0.30, 0.23, 0.32, 0.29, 0.30],
  "multiplicity": 1,
  "smiles": "CN(N)/C(N)=N/O",
  "e_lumo_ha": 0.0271,
  "homo_ev": -9.3,
  "orbital_gap_ev": 10.02
}

Arrangement 2

{
  "formula": "C2H8N4O",
  "method": "ωB97M-V/def2-TZVPD",
  "elements": ["C", "C", "N", "O", "H", "H", "H", "H", "H", "N", "N", "N", "H", "H", "H"],
  "positions_angstrom": [[-1.01, -1.18, 0.92], [-0.57, 0.01, 0.08], [-1.44, 0.26, -1.03], [-0.21, 1.09, 0.75], [-1.14, 1.09, -1.52], [-1.52, -0.52, -1.66], [-1.98, -0.95, 1.36], [-0.29, -1.35, 1.72], [-1.09, -2.08, 0.31], [1.56, 1.78, 0.04], [0.95, -0.37, -0.58], [1.63, -1.24, -0.12], [1.35, 2.29, 0.89], [1.15, 2.35, -0.71], [2.61, -1.18, -0.46]],
  "mulliken_charge": [-1.26, 1.06, -0.59, -0.63, 0.22, 0.23, 0.36, 0.34, 0.35, -0.45, 0.19, -0.58, 0.28, 0.23, 0.26],
  "multiplicity": 1,
  "e_lumo_ha": [-0.0090, -0.0430],
  "homo_ev": [-8.6, -8.3],
  "orbital_gap_ev": [8.32, 7.09]
}

Arrangement 3

{
  "formula": "C2H8N4O",
  "method": "ωB97M-V/def2-TZVPD",
  "elements": ["C", "N", "N", "C", "N", "N", "O", "H", "H", "H", "H", "H", "H", "H", "H"],
  "positions_angstrom": [[-2.23, -0.51, 0.12], [0.43, 0.74, -1.05], [-0.14, 1.01, 0.28], [1.01, 0.12, 0.11], [2.27, 0.66, 0.54], [-1.58, -1.46, -0.43], [0.84, -1.19, 0.30], [0.98, 1.54, -1.37], [0.14, 1.92, 0.65], [3.01, 0.26, -0.03], [2.44, 0.35, 1.49], [-1.79, -1.64, -1.41], [-0.22, -1.47, -0.04], [-2.08, -0.33, 1.17], [-3.06, 0.01, -0.35]],
  "mulliken_charge": [-0.15, -0.44, -0.47, 0.52, -0.63, -0.47, -0.63, 0.31, 0.30, 0.26, 0.27, 0.20, 0.39, 0.24, 0.29],
  "multiplicity": 1,
  "smiles": "NC1(O)NN1.C=N",
  "e_lumo_ha": 0.0386,
  "homo_ev": -8.9,
  "orbital_gap_ev": 9.92
}

Arrangement 4

{
  "formula": "C2H8N4O",
  "method": "ωB97M-V/def2-TZVPD",
  "elements": ["C", "N", "C", "N", "N", "O", "N", "H", "H", "H", "H", "H", "H", "H", "H"],
  "positions_angstrom": [[-1.81, -1.36, 1.87], [0.24, 1.15, -1.63], [0.24, 0.48, -0.28], [1.30, 0.91, -2.49], [1.46, 0.43, 0.35], [-0.71, -0.57, 1.53], [-0.85, -0.03, 0.05], [-0.65, 0.98, -2.09], [1.57, -0.07, -2.55], [2.11, 1.47, -2.23], [2.05, 1.24, 0.23], [1.34, 0.10, 1.31], [-1.63, -1.72, 2.89], [-1.92, -2.22, 1.19], [-2.74, -0.78, 1.84]],
  "mulliken_charge": [-0.52, -0.16, 0.40, -0.58, -0.45, -0.29, -0.44, 0.32, 0.23, 0.24, 0.22, 0.31, 0.24, 0.24, 0.23],
  "multiplicity": 1,
  "smiles": "CO/N=C(\\N)NN",
  "e_lumo_ha": 0.0326,
  "homo_ev": -8.9,
  "orbital_gap_ev": 9.79
}

Which of them is the most stable, and which is the least stable? arrangement 3 and arrangement 2, in that order.